{
  "formula": "C38H90F3O26PS7",
  "method": "ωB97M-V/def2-TZVPD",
  "elements": ["C", "C", "O", "C", "C", "C", "C", "C", "P", "C", "C", "O", "C", "C", "O", "C", "O", "C", "C", "C", "C", "O", "C", "F", "F", "F", "H", "H", "H", "H", "H", "H", "H", "H", "H", "H", "H", "H", "H", "H", "H", "H", "H", "H", "H", "H", "H", "H", "H", "H", "H", "H", "H", "H", "H", "H", "H", "H", "H", "H", "C", "C", "O", "S", "C", "O", "O", "H", "H", "H", "H", "H", "H", "H", "H", "C", "C", "O", "S", "C", "O", "O", "H", "H", "H", "H", "H", "H", "H", "H", "C", "C", "O", "S", "C", "O", "O", "H", "H", "H", "H", "H", "H", "H", "H", "C", "C", "O", "S", "C", "O", "O", "H", "H", "H", "H", "H", "H", "H", "H", "C", "C", "O", "S", "C", "O", "O", "H", "H", "H", "H", "H", "H", "H", "H", "C", "C", "O", "S", "C", "O", "O", "H", "H", "H", "H", "H", "H", "H", "H", "C", "C", "O", "S", "C", "O", "O", "H", "H", "H", "H", "H", "H", "H", "H"],
  "xyz": [[1.26967, 3.14615, 0.58143], [2.18002, 2.37936, 1.55328], [2.43537, 1.05338, 1.14402], [1.35933, 0.17877, 1.40735], [1.79329, -1.26086, 1.15561], [0.97638, -2.26949, 1.97585], [-0.05440, -3.09661, 1.17558], [-0.71184, -2.36945, -0.01439], [-2.56747, -2.44784, -0.01139], [-3.38527, -3.93315, 0.74853], [-4.89718, -3.89535, 0.94682], [-5.37766, -2.69511, 1.57954], [-6.45032, -2.12194, 0.97775], [-6.32350, -0.64353, 0.79362], [-7.42899, -2.75882, 0.65909], [-2.67068, -1.41033, 1.61381], [-2.79354, -2.16451, 2.80380], [-2.11236, -1.67725, 3.95057], [-3.02904, -1.73252, 5.17391], [-2.55894, -3.22748, -1.79563], [-3.93177, -3.32416, -2.47432], [-3.97838, -2.57177, -3.69452], [-4.29572, -4.74309, -2.87917], [-5.32360, -4.77763, -3.73038], [-3.27283, -5.37523, -3.47947], [-4.64145, -5.48532, -1.80980], [1.18511, 2.58641, -0.34567], [0.26607, 3.26821, 0.99156], [1.65609, 4.14375, 0.38731], [1.72856, 2.38676, 2.55342], [3.13856, 2.88705, 1.65594], [0.49382, 0.44795, 0.78363], [1.03392, 0.30218, 2.44892], [1.70462, -1.46682, 0.08937], [2.84103, -1.29425, 1.45016], [0.47896, -1.80030, 2.82294], [1.68119, -2.98385, 2.40534], [-0.83727, -3.39266, 1.87675], [0.40371, -4.02644, 0.84095], [-0.33635, -2.78656, -0.94671], [-0.46403, -1.30919, -0.03171], [-3.30002, -1.38177, -0.64709], [-2.87031, -4.23629, 1.65609], [-3.24137, -4.75408, 0.04479], [-5.43888, -4.04355, 0.01670], [-5.15859, -4.73912, 1.58777], [-7.14354, -0.28279, 0.18271], [-5.35989, -0.40206, 0.35057], [-6.33834, -0.16319, 1.77384], [-3.53709, -0.74616, 1.51248], [-1.79534, -0.75086, 1.65680], [-1.75637, -0.65531, 3.80710], [-1.25737, -2.33521, 4.13679], [-2.64371, -1.01387, 5.89782], [-2.99945, -2.72397, 5.61659], [-4.03390, -1.44793, 4.87153], [-1.98503, -2.54699, -2.43163], [-2.02156, -4.17728, -1.83380], [-4.70868, -2.91680, -1.81701], [-3.80924, -1.66096, -3.43031], [4.06572, -7.12862, 4.80697], [5.35144, -6.48726, 5.28558], [6.04560, -5.76101, 4.24340], [5.44702, -4.35973, 3.79962], [6.82456, -3.81764, 2.85131], [5.29413, -3.53315, 4.95697], [4.33659, -4.57295, 2.92269], [3.32362, -6.38139, 4.53201], [3.65041, -7.74741, 5.60250], [4.25079, -7.75237, 3.93284], [5.17913, -5.81849, 6.12989], [6.06277, -7.24625, 5.60326], [7.67560, -3.67967, 3.51170], [6.53526, -2.87352, 2.39525], [7.03346, -4.55894, 2.08527], [-6.12156, -2.61142, 9.79645], [-5.45291, -1.33175, 10.25422], [-4.21101, -1.56052, 10.95919], [-2.94422, -1.98019, 10.09505], [-1.73372, -1.76628, 11.34898], [-2.75782, -1.00773, 9.06096], [-3.03618, -3.36696, 9.75767], [-5.53175, -3.12170, 9.03739], [-7.09901, -2.37974, 9.37276], [-6.25146, -3.29664, 10.63378], [-5.26835, -0.65283, 9.42045], [-6.07909, -0.80955, 10.97455], [-1.68491, -0.71567, 11.62110], [-0.78542, -2.09719, 10.93215], [-2.00214, -2.38075, 12.20412], [-4.11765, -1.05553, 15.63100], [-3.45742, 0.22337, 16.10265], [-2.22090, -0.00496, 16.82060], [-0.94455, -0.41806, 15.97392], [0.25230, -0.19711, 17.24159], [-0.74851, 0.54956, 14.93719], [-1.02416, -1.80598, 15.63637], [-3.51987, -1.56065, 14.87452], [-5.09105, -0.82343, 15.19865], [-4.25479, -1.74596, 16.46270], [-3.26562, 0.90751, 15.27498], [-4.09167, 0.73985, 16.81943], [0.29229, 0.85450, 17.50973], [1.20423, -0.52553, 16.83087], [-0.02477, -0.81301, 18.09240], [2.50864, 5.42129, -4.74283], [2.06545, 4.30864, -5.66767], [2.07873, 3.00329, -5.03216], [0.92872, 2.67290, -3.99635], [1.23301, 0.94481, -3.86994], [-0.33967, 2.90289, -4.61809], [1.21852, 3.28677, -2.73647], [1.80262, 5.56995, -3.92722], [2.58169, 6.34730, -5.31224], [3.47978, 5.19184, -4.30385], [1.07490, 4.49916, -6.08001], [2.75483, 4.21549, -6.50266], [1.03261, 0.47934, -4.83063], [0.55467, 0.56372, -3.10961], [2.26448, 0.79484, -3.56338], [-2.44628, -3.80034, -6.26361], [-2.69163, -5.15206, -6.89860], [-3.64061, -5.10014, -7.99340], [-3.15010, -4.49035, -9.37006], [-4.51732, -5.01664, -10.34312], [-1.96302, -5.17628, -9.78298], [-3.15016, -3.06211, -9.29864], [-1.94715, -3.12434, -6.95776], [-1.81561, -3.91536, -5.38276], [-3.38347, -3.34074, -5.96412], [-1.76773, -5.61073, -7.25449], [-3.14415, -5.83249, -6.18137], [-4.52758, -6.10195, -10.37978], [-4.37166, -4.59992, -11.33703], [-5.42902, -4.62664, -9.89966], [2.75956, 10.35689, -8.19740], [1.67856, 9.47794, -8.79133], [2.19743, 8.46735, -9.68707], [2.93232, 7.21746, -9.04484], [2.99419, 6.21461, -10.48169], [2.06470, 6.63692, -8.06273], [4.26293, 7.58752, -8.66349], [3.41336, 9.79432, -7.53339], [2.29940, 11.16185, -7.62415], [3.37602, 10.79012, -8.98476], [1.08062, 8.99443, -8.01766], [1.00555, 10.06579, -9.41125], [1.98425, 5.94630, -10.77854], [3.56381, 5.32710, -10.21539], [3.51276, 6.76145, -11.26395], [7.39376, 7.90628, -14.27425], [8.53423, 7.78534, -13.28506], [8.11460, 7.95670, -11.91141], [7.32460, 6.76196, -11.22680], [7.40606, 7.34275, -9.57183], [8.08772, 5.56108, -11.37813], [5.95928, 6.78548, -11.65636], [6.67949, 7.09262, -14.16283], [7.78883, 7.87866, -15.28987], [6.85760, 8.84369, -14.12805], [9.05282, 6.83062, -13.38180], [9.26345, 8.57660, -13.44381], [8.44419, 7.34663, -9.25191], [6.81601, 6.65564, -8.96998], [6.96970, 8.33635, -9.52989]],
  "atomic_forces_ev_per_a": [[-0.1140, -0.2074, 0.4380], [-0.2907, 0.5116, 0.0205], [0.1490, -0.1723, 0.0954], [-0.1524, 0.1096, -0.0861], [-0.2437, 0.5217, 0.4057], [0.2622, -0.5976, -0.3761], [-0.3162, 0.3480, 0.4545], [0.0051, -0.4698, -0.1956], [0.2860, -0.2064, -0.1492], [-0.0418, -0.3033, -0.4863], [-0.2918, -0.4531, 0.6330], [0.5389, 0.5264, -0.6775], [-0.9922, -0.6784, 0.0974], [0.1306, 0.0785, 0.3134], [0.7424, 0.3052, -0.1046], [-0.1440, 0.1811, 0.1296], [0.1971, 0.0331, -0.0659], [-0.3014, -0.3434, 0.3743], [0.6177, 0.2831, -0.4053], [-0.2273, -0.0779, -0.1598], [0.4184, 0.4695, -0.2883], [-0.0024, -0.0284, 0.4437], [-0.2100, 0.0302, -0.1027], [-0.1053, 0.0094, 0.0086], [0.0633, -0.0410, -0.0584], [0.0902, -0.0219, 0.1361], [0.1119, 0.1917, -0.1859], [-0.0458, -0.0409, -0.0404], [0.0395, -0.0137, -0.1934], [0.0501, -0.1549, 0.0599], [0.1308, -0.2007, -0.1798], [-0.0502, 0.0159, -0.0065], [0.0916, -0.0330, 0.0874], [0.2904, -0.1344, -0.0493], [0.0733, -0.1649, -0.1275], [0.0217, 0.2615, -0.0598], [-0.0620, -0.0050, 0.1479], [0.0813, -0.0935, 0.0715], [0.0195, 0.0524, -0.2079], [-0.0117, 0.0420, -0.0438], [-0.0441, 0.0736, 0.0839], [-0.1135, 0.1216, 0.2106], [-0.0589, 0.4187, 0.1757], [0.0903, -0.0038, -0.0150], [0.0363, 0.0943, -0.0826], [-0.0778, -0.0005, -0.0005], [-0.0289, 0.0400, 0.0311], [-0.0063, 0.0125, -0.1197], [-0.0564, 0.0400, -0.0068], [-0.1097, -0.0214, -0.0030], [0.1089, -0.0412, 0.0099], [0.0123, 0.0318, -0.2187], [0.2036, 0.1937, -0.0430], [-0.1729, -0.1045, 0.2277], [-0.3109, -0.0388, 0.0641], [-0.1156, -0.0651, 0.1424], [0.1049, 0.0944, 0.1004], [-0.0254, -0.0717, 0.0915], [-0.2301, -0.3342, 0.0779], [-0.0062, 0.0468, -0.2308], [-0.0178, 0.1187, -0.1491], [-0.1669, -0.1795, 0.3118], [0.0027, -0.0229, -0.0848], [0.2549, -0.1010, -0.1265], [0.0510, 0.0187, -0.0009], [-0.1486, 0.0293, 0.0492], [-0.1348, 0.0940, 0.0327], [0.0020, 0.0139, 0.0244], [0.0479, -0.0211, 0.0240], [0.0118, -0.0424, 0.0263], [0.0072, 0.0842, -0.0685], [0.0899, 0.0411, -0.0782], [-0.0015, -0.0058, 0.0111], [-0.0250, 0.0101, 0.0147], [-0.0168, -0.0096, -0.0051], [0.1543, -0.0974, 0.0025], [-0.3123, 0.0965, -0.1929], [0.0112, -0.0816, 0.0811], [0.0119, 0.0828, 0.2533], [0.0252, 0.0465, 0.0953], [-0.0083, -0.0413, -0.1683], [0.0303, -0.0243, -0.1218], [0.0034, 0.0219, -0.0149], [-0.0171, 0.0434, 0.0352], [-0.0436, 0.0173, 0.0146], [0.1003, -0.0303, 0.0009], [0.0878, 0.0046, 0.0842], [-0.0074, 0.0035, 0.0072], [-0.0118, -0.0081, -0.0451], [0.0033, -0.0132, 0.0028], [0.1671, -0.0980, 0.0106], [-0.3282, 0.1044, -0.2039], [0.0350, -0.0802, 0.0774], [-0.0876, 0.0609, 0.1916], [0.0254, 0.0246, 0.0342], [0.0102, -0.0382, -0.1469], [0.0549, -0.0336, -0.1147], [-0.0006, 0.0223, -0.0186], [-0.0169, 0.0439, 0.0334], [-0.0450, 0.0168, 0.0136], [0.1046, -0.0287, 0.0042], [0.0892, 0.0018, 0.0886], [-0.0134, 0.0065, -0.0052], [-0.0038, -0.0031, -0.0301], [-0.0098, -0.0161, -0.0049], [-0.0443, -0.0819, 0.1841], [-0.0090, 0.4330, -0.2220], [0.0543, -0.0477, 0.0784], [0.1914, -0.1221, -0.1644], [-0.0005, -0.0536, -0.0156], [-0.1006, 0.0676, 0.0622], [-0.0874, 0.0479, 0.0279], [-0.0224, -0.0011, -0.0148], [0.0214, -0.0335, -0.0705], [0.0279, 0.0199, -0.0404], [-0.0438, -0.0937, 0.0666], [0.0123, -0.1518, 0.0187], [0.0020, 0.0080, -0.0118], [-0.0184, 0.0218, 0.0103], [0.0057, 0.0123, 0.0146], [0.0125, 0.1175, -0.3538], [0.3125, -0.0759, 0.3417], [-0.0946, 0.0659, -0.0155], [-0.1621, -0.1260, 0.0944], [-0.0295, -0.0279, -0.0339], [0.1083, 0.0517, -0.0345], [0.0656, 0.0537, -0.0533], [0.0252, -0.0285, -0.0015], [-0.0433, -0.0773, 0.0472], [-0.0343, -0.0195, 0.0967], [-0.0338, 0.0353, -0.1130], [-0.1231, -0.0193, -0.0733], [0.0053, -0.0052, 0.0139], [0.0284, 0.0105, 0.0003], [0.0009, 0.0134, 0.0105], [0.1391, -0.1279, -0.0299], [-0.1790, 0.2496, 0.2453], [0.1126, 0.0045, -0.0720], [-0.1133, 0.0866, -0.2728], [-0.0228, -0.0334, -0.0834], [0.0467, -0.0760, 0.1854], [0.0613, -0.0589, 0.1142], [-0.0219, -0.0119, 0.0165], [-0.0461, 0.0115, -0.0333], [-0.0307, 0.0415, -0.0088], [0.0555, -0.0898, -0.0184], [0.0177, -0.0728, -0.1011], [-0.0287, 0.0377, 0.0606], [0.0264, 0.0039, 0.0105], [0.0617, -0.0112, 0.0276], [-0.1336, -0.0389, 0.1298], [0.1533, -0.0650, -0.3524], [-0.0955, 0.0735, 0.0338], [0.1390, 0.2451, 0.2280], [0.0940, -0.0103, 0.0323], [-0.0521, -0.1155, -0.0669], [-0.1468, -0.1182, -0.1302], [0.0199, -0.0213, -0.0016], [0.0493, 0.0294, 0.0064], [0.0302, 0.0278, -0.0303], [-0.0544, -0.0348, 0.0862], [-0.0065, 0.0401, 0.1174], [0.0132, -0.0015, -0.0244], [-0.0396, 0.0130, -0.0214], [-0.0474, -0.0165, -0.0029]],
  "gap_ev": 8.4,
  "smiles": "CCOCCCCC[PH](CCOC(C)=O)(COCC)C[C@@H](O)C(F)(F)F.CCOS(C)(=O)=O.CCOS(C)(=O)=O.CCOS(C)(=O)=O.CCOS(C)(=O)=O.CCOS(C)(=O)=O.CCOS(C)(=O)=O.CCOS(C)(=O)=O",
  "homo_ev": -8.0
}